A.
{"formula": "C4H6N4O", "method": "ωB97M-V/def2-TZVPD", "smiles": "[H]/N=C/Oc1cn[nH]c1N", "homo_lumo_gap_ev": 8.916, "elements": ["C", "C", "C", "C", "N", "N", "N", "N", "O", "H", "H", "H", "H", "H", "H"], "coordinates": [[-0.334, -0.739, -2.002], [-0.308, -0.103, -0.745], [-1.019, -0.952, 0.141], [0.099, 2.395, -0.770], [-1.014, -1.918, -1.913], [-1.330, -2.061, -0.640], [-1.421, -0.743, 1.456], [0.867, 3.271, -0.320], [0.303, 1.102, -0.469], [-0.151, -0.420, -3.061], [-0.751, 2.551, -1.472], [-1.652, -2.946, -0.277], [-0.978, -0.242, 2.153], [-1.540, -1.667, 1.805], [0.590, 4.169, -0.739]], "lowdin_charge": [-0.08, -0.21, -0.24, -0.32, -0.01, -0.01, 0.14, 0.11, 0.00, 0.12, 0.14, 0.15, 0.07, 0.08, 0.06]}


B.
{"formula": "C4H6N4O", "method": "ωB97M-V/def2-TZVPD", "smiles": "N/N=C\\c1ccnn1O", "homo_lumo_gap_ev": 8.876, "elements": ["C", "C", "C", "C", "H", "H", "H", "H", "H", "H", "N", "N", "N", "N", "O"], "coordinates": [[-1.042, -1.158, 0.317], [0.461, -0.599, 0.379], [1.602, -1.133, 0.126], [2.463, -0.121, -0.418], [-1.986, 1.396, 0.273], [-3.374, 0.810, -0.465], [-0.904, -2.231, 0.481], [1.760, -2.153, 0.574], [3.505, -0.245, -0.919], [-0.069, 2.398, 0.270], [-2.360, 0.541, -0.570], [-2.158, -0.874, -0.302], [1.902, 1.020, -0.305], [0.606, 0.717, -0.081], [-0.406, 1.634, 0.641]], "lowdin_charge": [-0.09, -0.20, -0.08, -0.15, 0.17, 0.06, 0.09, 0.14, 0.15, 0.05, -0.10, -0.02, 0.07, -0.07, -0.01]}


If we sort the structures by their calculated energies, the order from most to least stable is A, B.


A.
{"formula": "C3H11N2O", "method": "ωB97M-V/def2-TZVPD", "charge": 1, "smiles": "NC[C@@H]([NH3+])CO", "homo_lumo_gap_ev": 11.127, "elements": ["N", "C", "C", "O", "C", "N", "H", "H", "H", "H", "H", "H", "H", "H", "H", "H", "H"], "coordinates": [[-1.344, 0.422, -0.583], [-0.256, 0.300, 0.470], [-0.066, -1.171, 0.777], [-1.388, -1.691, 0.855], [0.995, 1.024, 0.011], [1.412, 0.513, -1.292], [-2.169, 0.850, -0.177], [-1.568, -0.511, -0.910], [-0.969, 0.890, -1.410], [-0.591, 0.784, 1.361], [0.437, -1.240, 1.728], [0.446, -1.642, -0.063], [-1.474, -2.400, 1.469], [0.852, 2.101, -0.053], [1.712, 0.843, 0.821], [1.964, 1.227, -1.754], [2.006, -0.298, -1.250]], "lowdin_charge": [0.24, -0.28, -0.18, -0.04, -0.22, 0.02, 0.18, 0.15, 0.16, 0.15, 0.14, 0.13, 0.10, 0.13, 0.13, 0.09, 0.08]}


B.
{"formula": "C3H11N2O", "method": "ωB97M-V/def2-TZVPD", "charge": 1, "homo_lumo_gap_ev": 10.803, "elements": ["C", "C", "C", "N", "N", "H", "H", "H", "H", "H", "H", "H", "H", "H", "H", "H", "O"], "coordinates": [[2.190, -0.756, 1.005], [0.734, -0.362, 0.728], [0.463, 0.539, -0.193], [-0.902, 1.117, -0.228], [-0.282, -0.807, 1.593], [2.207, -0.988, 2.068], [2.890, 0.033, 0.742], [2.388, -1.675, 0.466], [1.181, 1.041, -0.821], [-1.324, 0.814, 0.652], [-1.515, 0.846, -1.027], [-0.825, 2.133, -0.263], [-0.677, -1.714, 1.396], [-0.235, -0.518, 2.560], [-2.301, 0.737, -3.276], [-1.992, -0.663, -2.897], [-2.000, 0.223, -2.502]], "lowdin_charge": [-0.01, -0.35, -0.04, 0.18, 0.07, 0.08, 0.09, 0.09, 0.13, 0.14, 0.09, 0.17, 0.11, 0.11, 0.09, 0.09, -0.04]}


If we sort the structures by their calculated energies, the order from most to least stable is A, B.


A.
{"formula": "C2H4O3S", "method": "ωB97M-V/def2-TZVPD", "smiles": "OC(O)=C(O)S", "homo_lumo_gap_ev": 9.057, "elements": ["C", "C", "O", "O", "O", "S", "H", "H", "H", "H"], "coordinates": [[0.714, 0.257, 0.152], [-0.307, -0.586, 0.092], [0.538, 1.608, 0.016], [2.001, -0.249, 0.121], [-0.353, -1.896, 0.034], [-2.156, 0.436, 0.153], [-0.510, 1.769, -0.067], [2.546, 0.419, -0.308], [-0.580, -2.336, 0.977], [-1.894, 0.577, -1.169]], "lowdin_charge": [-0.45, -0.48, -0.02, 0.09, -0.01, 0.65, 0.06, 0.11, 0.20, -0.15]}


B.
{"formula": "C2H4O3S", "method": "ωB97M-V/def2-TZVPD", "homo_lumo_gap_ev": [9.115, 5.772], "elements": ["C", "C", "O", "O", "O", "S", "H", "H", "H", "H"], "coordinates": [[-1.551, -0.051, 0.400], [0.827, -0.010, 0.054], [-1.288, 0.794, 1.315], [2.945, -0.096, -1.542], [-0.371, -0.594, -0.316], [1.599, 0.464, -1.531], [-2.212, 0.315, -0.423], [-2.039, -0.990, 0.764], [0.597, 0.867, 0.694], [1.492, -0.698, 0.585]], "lowdin_charge": [-0.34, -0.46, 0.08, -0.56, -0.20, 0.93, 0.17, 0.18, 0.09, 0.10]}


If we sort the structures by their calculated energies, the order from most to least stable is A, B.


A.
{"formula": "C2H4O3S", "method": "ωB97M-V/def2-TZVPD", "homo_lumo_gap_ev": 11.474, "elements": ["C", "C", "H", "H", "H", "H", "O", "O", "O", "S"], "coordinates": [[-0.238, -0.672, -0.530], [-0.949, 0.364, 0.375], [-0.918, -0.959, -1.369], [0.259, -1.433, 0.039], [-1.665, 1.099, 0.035], [-1.346, -0.156, 1.254], [2.275, -0.338, 0.585], [0.744, 0.106, -1.241], [0.232, 1.149, 0.881], [1.606, 0.840, -0.028]], "lowdin_charge": [-0.21, -0.13, 0.14, 0.10, 0.12, 0.12, -0.43, -0.34, -0.37, 1.00]}


B.
{"formula": "C2H4O3S", "method": "ωB97M-V/def2-TZVPD", "smiles": "O=CC(=O)S.O", "homo_lumo_gap_ev": 9.398, "elements": ["C", "C", "O", "O", "O", "S", "H", "H", "H", "H"], "coordinates": [[0.517, 1.152, 0.032], [1.644, 0.153, 0.022], [2.753, 0.519, 0.387], [-0.344, 1.232, -0.823], [-1.993, -0.746, 0.426], [1.140, -1.483, -0.307], [0.845, 1.882, 0.872], [-2.278, -1.631, 0.672], [-2.373, -0.141, -0.227], [0.089, -0.936, -1.055]], "lowdin_charge": [-0.24, -0.79, 0.02, 0.04, -0.09, 0.87, 0.16, 0.05, 0.05, -0.07]}


If we sort the structures by their calculated energies, the order from most to least stable is A, B.


A.
{"formula": "C45H50BiN6SSi2", "method": "ωB97M-V/def2-TZVPD", "charge": -1, "homo_lumo_gap_ev": 5.080, "elements": ["Bi", "C", "C", "C", "C", "C", "C", "N", "N", "Si", "C", "C", "C", "H", "H", "H", "H", "H", "H", "H", "H", "H", "H", "H", "H", "H", "H", "H", "N", "C", "C", "C", "C", "C", "C", "S", "N", "C", "C", "C", "C", "C", "C", "N", "H", "H", "H", "H", "H", "H", "H", "H", "H", "C", "C", "C", "C", "C", "H", "H", "H", "H", "H", "H", "H", "H", "H", "H", "N", "C", "C", "C", "C", "C", "C", "C", "H", "H", "H", "H", "H", "C", "C", "C", "C", "C", "C", "Si", "C", "C", "C", "C", "C", "C", "H", "H", "H", "H", "H", "H", "H", "H", "H", "H", "H"], "coordinates": [[0.790, 0.552, 0.026], [-0.495, 1.851, -3.649], [-1.074, 0.509, -3.309], [-1.968, -0.082, -4.183], [-2.467, -1.352, -3.863], [-2.022, -1.995, -2.745], [-1.048, -1.377, -1.885], [-0.663, -0.076, -2.165], [-0.514, -1.962, -0.829], [-0.379, -3.614, -0.489], [0.622, -3.793, 1.101], [0.549, -4.497, -1.884], [-1.955, -4.649, -0.287], [-1.134, 2.667, -3.303], [-0.375, 1.955, -4.730], [0.480, 1.968, -3.179], [-2.257, 0.427, -5.094], [-3.199, -1.825, -4.511], [-2.381, -2.984, -2.474], [1.201, -2.882, 1.303], [1.313, -4.647, 1.050], [-0.036, -3.965, 1.962], [1.530, -4.039, -2.058], [-0.016, -4.418, -2.822], [0.698, -5.564, -1.669], [-2.761, -4.059, 0.162], [-1.769, -5.509, 0.366], [-2.315, -5.027, -1.251], [-0.370, -1.191, 4.446], [-1.160, -2.314, 4.502], [-1.124, -3.140, 5.635], [-1.955, -4.240, 5.752], [-2.868, -4.536, 4.746], [-2.905, -3.736, 3.613], [-2.048, -2.651, 3.469], [-1.956, -1.855, 1.916], [-1.037, -0.438, 2.294], [-0.016, -0.467, 3.257], [1.121, 0.291, 3.298], [1.808, 0.535, 4.570], [3.004, 1.161, 4.619], [3.613, 1.638, 3.421], [2.883, 1.522, 2.273], [1.675, 0.929, 2.165], [0.352, -1.186, 5.138], [-0.415, -2.906, 6.424], [-1.888, -4.868, 6.633], [-3.523, -5.394, 4.830], [-3.598, -3.966, 2.808], [1.313, 0.289, 5.503], [3.479, 1.340, 5.578], [4.578, 2.129, 3.417], [3.279, 1.930, 1.351], [-0.952, 3.053, 2.156], [-1.884, 1.890, 1.804], [-2.707, 1.555, 3.055], [-2.832, 2.356, 0.695], [-1.185, 0.587, 1.272], [-1.472, 3.764, 2.809], [-0.649, 3.598, 1.260], [-0.050, 2.717, 2.670], [-3.294, 2.433, 3.345], [-2.056, 1.286, 3.890], [-3.391, 0.720, 2.872], [-3.313, 3.303, 0.968], [-3.615, 1.611, 0.516], [-2.281, 2.505, -0.243], [-1.854, 0.169, 0.517], [3.998, -0.357, -0.080], [4.483, -1.305, -0.508], [5.096, -2.489, -1.056], [4.481, -3.725, -0.882], [5.072, -4.864, -1.407], [6.271, -4.773, -2.098], [6.882, -3.538, -2.272], [6.297, -2.394, -1.753], [3.544, -3.778, -0.344], [4.588, -5.825, -1.280], [6.731, -5.665, -2.505], [7.815, -3.466, -2.816], [6.761, -1.424, -1.881], [5.805, 2.977, -2.151], [4.789, 2.241, -2.746], [3.499, 2.297, -2.232], [3.182, 3.106, -1.135], [4.219, 3.847, -0.560], [5.518, 3.779, -1.052], [1.408, 3.176, -0.441], [0.559, 4.437, -1.598], [-0.719, 4.926, -1.304], [-1.381, 5.799, -2.157], [-0.778, 6.206, -3.340], [0.496, 5.745, -3.650], [1.154, 4.875, -2.787], [6.817, 2.923, -2.539], [5.004, 1.610, -3.602], [2.722, 1.694, -2.698], [4.004, 4.483, 0.296], [6.308, 4.353, -0.579], [1.580, 3.975, 0.806], [-1.215, 4.613, -0.387], [-2.375, 6.153, -1.907], [-1.298, 6.877, -4.016], [0.980, 6.061, -4.568], [2.149, 4.525, -3.045]], "lowdin_charge": [1.55, -0.04, -0.36, -0.09, -0.11, -0.05, -0.48, 0.01, -0.13, 0.31, -0.19, -0.19, -0.20, 0.08, 0.08, 0.03, 0.09, 0.10, 0.08, 0.02, 0.02, 0.00, 0.01, 0.02, 0.02, 0.00, 0.03, 0.01, 0.09, -0.26, -0.04, -0.12, -0.13, -0.13, -0.45, 1.03, -0.38, -0.28, -0.24, -0.06, -0.12, -0.12, -0.25, -0.17, 0.09, 0.11, 0.09, 0.09, 0.10, 0.09, 0.09, 0.08, 0.05, -0.08, -0.58, -0.06, -0.07, -0.43, 0.09, 0.00, 0.07, 0.08, 0.08, 0.08, 0.09, 0.09, 0.07, 0.04, 0.19, -0.14, -0.22, -0.02, -0.07, -0.09, -0.08, -0.03, 0.11, 0.11, 0.10, 0.10, 0.12, -0.11, -0.10, -0.14, -0.38, -0.12, -0.09, 0.57, -0.33, -0.12, -0.10, -0.11, -0.10, -0.11, 0.09, 0.10, 0.09, 0.10, 0.09, -0.01, 0.07, 0.10, 0.09, 0.10, 0.09]}


B.
{"formula": "C45H50BiN6SSi2", "method": "ωB97M-V/def2-TZVPD", "charge": -1, "homo_lumo_gap_ev": [6.017, 4.955], "elements": ["Bi", "C", "C", "C", "C", "C", "C", "N", "N", "Si", "C", "C", "C", "H", "H", "H", "H", "H", "H", "H", "H", "H", "H", "H", "H", "H", "H", "H", "N", "C", "C", "C", "C", "C", "C", "S", "N", "C", "C", "C", "C", "C", "C", "N", "H", "H", "H", "H", "H", "H", "H", "H", "H", "C", "C", "C", "C", "C", "H", "H", "H", "H", "H", "H", "H", "H", "H", "H", "N", "C", "C", "C", "C", "C", "C", "C", "H", "H", "H", "H", "H", "C", "C", "C", "C", "C", "C", "Si", "C", "C", "C", "C", "C", "C", "H", "H", "H", "H", "H", "H", "H", "H", "H", "H", "H"], "coordinates": [[0.109, 0.477, -0.265], [-3.998, -0.399, -1.450], [-3.024, -1.415, -1.992], [-3.424, -2.348, -2.933], [-2.467, -3.273, -3.361], [-1.202, -3.236, -2.844], [-0.853, -2.276, -1.841], [-1.801, -1.366, -1.474], [0.351, -2.184, -1.291], [1.360, -3.427, -0.778], [2.489, -2.778, 0.578], [2.508, -4.135, -2.106], [0.389, -4.896, -0.089], [-4.535, -0.820, -0.596], [-4.736, -0.103, -2.197], [-3.464, 0.484, -1.095], [-4.433, -2.346, -3.326], [-2.722, -4.006, -4.120], [-0.435, -3.918, -3.185], [3.195, -2.045, 0.182], [3.066, -3.583, 1.038], [1.908, -2.278, 1.357], [3.123, -3.353, -2.555], [1.929, -4.601, -2.906], [3.175, -4.895, -1.688], [-0.383, -4.549, 0.600], [1.036, -5.597, 0.442], [-0.110, -5.441, -0.892], [4.713, 0.681, 1.355], [4.901, -0.170, 2.451], [6.126, -0.781, 2.690], [6.303, -1.587, 3.804], [5.242, -1.825, 4.668], [4.007, -1.247, 4.409], [3.841, -0.399, 3.325], [2.341, 0.460, 3.032], [2.338, 0.556, 1.351], [3.461, 0.681, 0.699], [3.429, 0.771, -0.715], [4.585, 0.911, -1.533], [4.503, 0.761, -2.883], [3.248, 0.458, -3.472], [2.153, 0.433, -2.654], [2.194, 0.647, -1.330], [5.494, 0.660, 0.718], [6.945, -0.614, 1.999], [7.266, -2.048, 3.982], [5.370, -2.468, 5.528], [3.163, -1.442, 5.058], [5.545, 1.149, -1.093], [5.387, 0.869, -3.497], [3.139, 0.273, -4.530], [1.171, 0.228, -3.061], [-0.834, 1.919, 3.253], [-1.202, 2.625, 1.934], [-2.495, 1.997, 1.396], [-1.444, 4.111, 2.226], [-0.090, 2.450, 0.938], [-1.679, 1.959, 3.949], [0.027, 2.396, 3.728], [-0.584, 0.870, 3.079], [-3.310, 2.107, 2.118], [-2.361, 0.925, 1.220], [-2.801, 2.468, 0.459], [-2.243, 4.236, 2.963], [-1.730, 4.643, 1.319], [-0.537, 4.570, 2.623], [0.791, 3.065, 1.125], [-1.468, -1.686, 1.846], [-1.772, -1.904, 2.931], [-2.148, -2.183, 4.290], [-3.421, -1.843, 4.740], [-3.775, -2.112, 6.051], [-2.863, -2.715, 6.908], [-1.593, -3.046, 6.457], [-1.229, -2.782, 5.148], [-4.116, -1.371, 4.060], [-4.761, -1.847, 6.406], [-3.142, -2.919, 7.933], [-0.882, -3.508, 7.128], [-0.243, -3.029, 4.781], [-1.064, 0.779, -6.556], [-1.900, 0.338, -5.541], [-1.736, 0.818, -4.251], [-0.747, 1.751, -3.935], [0.087, 2.175, -4.973], [-0.066, 1.699, -6.267], [-0.472, 2.365, -2.156], [-1.813, 3.675, -1.874], [-1.445, 4.915, -1.346], [-2.378, 5.923, -1.145], [-3.712, 5.708, -1.458], [-4.100, 4.484, -1.984], [-3.159, 3.486, -2.192], [-1.180, 0.398, -7.563], [-2.663, -0.403, -5.746], [-2.368, 0.420, -3.468], [0.879, 2.884, -4.760], [0.599, 2.042, -7.051], [0.767, 3.189, -2.280], [-0.409, 5.092, -1.086], [-2.063, 6.875, -0.736], [-4.443, 6.491, -1.297], [-5.138, 4.306, -2.238], [-3.487, 2.543, -2.613]], "lowdin_charge": [1.55, -0.05, -0.41, -0.09, -0.11, -0.05, -0.50, 0.04, -0.13, 0.31, -0.17, -0.19, -0.18, 0.08, 0.07, 0.04, 0.09, 0.09, 0.09, 0.02, 0.03, 0.01, 0.01, 0.01, 0.02, 0.01, 0.02, 0.01, 0.11, -0.27, -0.03, -0.11, -0.11, -0.11, -0.48, 0.94, -0.37, -0.41, -0.23, -0.05, -0.10, -0.08, -0.22, -0.11, 0.10, 0.11, 0.09, 0.09, 0.10, 0.09, 0.09, 0.09, 0.08, -0.09, -0.72, -0.09, -0.07, -0.30, 0.08, 0.07, 0.03, 0.08, 0.04, 0.06, 0.08, 0.06, 0.08, 0.03, 0.20, -0.15, -0.22, -0.03, -0.08, -0.09, -0.08, -0.02, 0.12, 0.10, 0.10, 0.10, 0.12, -0.11, -0.08, -0.10, -0.34, -0.13, -0.10, 0.60, -0.33, -0.14, -0.11, -0.11, -0.10, -0.11, 0.09, 0.10, 0.07, 0.09, 0.09, -0.01, 0.09, 0.10, 0.09, 0.10, 0.09]}


If we sort the structures by their calculated energies, the order from most to least stable is A, B.


A.
{"formula": "C7H6", "method": "ωB97M-V/def2-TZVPD", "homo_lumo_gap_ev": 8.194, "elements": ["C", "C", "C", "C", "C", "C", "C", "H", "H", "H", "H", "H", "H"], "coordinates": [[0.456, 1.414, -0.165], [-0.904, 1.266, 0.216], [1.164, 0.332, 0.200], [0.827, -0.858, 0.727], [-1.317, -0.034, 0.386], [-2.068, -1.004, -0.049], [2.182, -0.645, -0.112], [0.740, 2.245, -0.602], [-1.627, 1.966, 0.541], [-2.097, -1.913, 0.370], [-2.644, -0.927, -0.874], [2.311, -0.939, -1.106], [2.977, -0.904, 0.467]], "lowdin_charge": [0.00, -0.06, -0.36, 0.15, -0.08, 0.04, -0.05, 0.06, 0.10, 0.03, 0.04, 0.07, 0.04]}


B.
{"formula": "C7H6", "method": "ωB97M-V/def2-TZVPD", "smiles": "C=C=C=C1CC1=C", "homo_lumo_gap_ev": 7.948, "elements": ["C", "C", "C", "C", "C", "C", "C", "H", "H", "H", "H", "H", "H"], "coordinates": [[0.922, 0.728, 0.037], [-0.367, 0.755, 0.031], [2.031, 0.143, 0.022], [-1.373, -0.197, -0.095], [3.348, -0.113, -0.017], [-1.909, -1.370, 0.038], [-1.740, 1.285, 0.017], [4.052, 0.566, -0.267], [3.655, -1.046, 0.206], [-3.033, -1.634, 0.159], [-1.286, -2.354, -0.033], [-2.133, 1.571, 0.869], [-2.167, 1.666, -0.967]], "lowdin_charge": [0.03, -0.20, -0.05, -0.26, 0.05, 0.04, 0.00, 0.02, 0.01, 0.09, 0.09, 0.05, 0.14]}


If we sort the structures by their calculated energies, the order from most to least stable is B, A.